(1)
ORCA calculation (ωB97M-V/def2-TZVPD) on C10H24IrN4Te4 as an isolated structure.

Atoms and positions in Å:
Ir 0.536 0.902 -0.739
C -1.339 -2.269 -1.722
C -1.396 -0.967 -2.521
N -1.402 0.295 -1.764
C -2.536 0.563 -0.866
C -2.237 0.162 0.583
N -0.966 0.726 1.079
C -0.485 -0.039 2.237
C 0.858 0.368 2.872
C 1.954 1.053 2.046
N 2.295 0.527 0.715
C 2.903 -0.803 0.599
C 1.855 -1.893 0.374
N 0.907 -1.524 -0.691
C -0.205 -2.484 -0.697
H -1.275 -3.056 -2.474
H -2.287 -2.419 -1.207
H -2.296 -1.024 -3.145
H -0.537 -0.916 -3.192
H -1.397 1.028 -2.477
H -3.431 0.028 -1.195
H -2.754 1.633 -0.910
H -2.165 -0.923 0.640
H -3.078 0.474 1.212
H -1.118 1.695 1.360
H -0.422 -1.074 1.903
H -1.234 -0.006 3.037
H 1.264 -0.535 3.327
H 0.666 1.061 3.693
H 2.854 1.053 2.675
H 1.665 2.095 1.879
H 2.971 1.189 0.336
H 3.491 -1.051 1.488
H 3.578 -0.785 -0.258
H 1.295 -2.050 1.295
H 2.372 -2.832 0.137
H 1.394 -1.585 -1.586
H -0.633 -2.475 0.306
H 0.196 -3.494 -0.850
Te 1.512 3.235 -1.848
Te 1.019 5.492 -0.400
Te -0.911 6.468 -2.024
Te -1.479 4.156 -3.228

The calculation puts the lowest unoccupied orbital energy (alpha / beta) at -0.258 / -0.311 Eh. For the max |F|, the calculation gives 0.01614 Eh/bohr. The charge is +2. The calculation puts the gap between HOMO and LUMO (alpha / beta) at 5.976 / 5.347 eV. The multiplicity is 6. Its highest occupied orbital energy (alpha / beta) is -13.0 / -13.8 eV.

=====

(2)
ORCA calculation (ωB97M-V/def2-TZVPD) on a 8-piece molecular cluster, C48H108F12N6P2 overall.

Atoms and positions in Å:
C -2.596 4.000 -5.179
C -3.603 4.738 -4.282
C -3.340 4.759 -2.769
N -4.519 5.076 -1.825
C -5.504 3.836 -1.692
C -3.992 5.402 -0.442
C -5.175 6.137 0.271
C -5.886 6.946 -0.797
C -5.258 6.409 -2.139
H -3.210 3.720 -6.036
H -2.395 3.116 -4.575
H -1.804 4.703 -5.438
H -4.574 4.263 -4.414
H -3.716 5.755 -4.659
H -2.614 5.563 -2.644
H -2.891 3.863 -2.342
H -5.741 3.600 -2.729
H -6.367 3.990 -1.045
H -5.006 2.923 -1.366
H -3.773 4.500 0.130
H -3.130 6.066 -0.501
H -5.837 5.492 0.849
H -4.897 6.832 1.063
H -6.965 6.801 -0.841
H -5.631 8.003 -0.718
H -5.929 6.185 -2.968
H -4.486 7.105 -2.470
C -6.473 -3.433 5.779
C -5.240 -2.503 5.403
C -4.974 -1.548 6.641
N -3.779 -0.578 6.475
C -2.411 -1.352 6.218
C -3.622 0.383 7.712
C -4.486 1.564 7.420
C -4.812 1.589 5.957
C -3.915 0.462 5.389
H -6.478 -3.649 6.847
H -6.522 -4.432 5.345
H -7.457 -2.980 5.656
H -5.542 -1.892 4.552
H -4.399 -3.167 5.204
H -4.760 -2.214 7.477
H -5.838 -1.004 7.021
H -1.655 -0.592 6.411
H -2.552 -1.615 5.169
H -2.306 -2.251 6.825
H -2.578 0.689 7.766
H -3.876 -0.212 8.589
H -3.945 2.416 7.833
H -5.381 1.485 8.038
H -4.697 2.526 5.413
H -5.844 1.258 5.840
H -2.920 0.775 5.072
H -4.339 -0.037 4.517
C 4.388 -6.190 6.927
C 4.569 -6.831 5.478
C 4.351 -5.668 4.448
N 4.415 -6.091 3.038
C 3.049 -6.828 2.694
C 5.656 -6.883 2.578
C 6.725 -5.862 2.342
C 6.125 -4.517 2.191
C 4.620 -4.915 2.165
H 4.782 -6.965 7.585
H 3.434 -5.831 7.314
H 4.996 -5.286 6.968
H 3.864 -7.662 5.453
H 5.599 -7.177 5.388
H 5.166 -4.947 4.527
H 3.471 -5.059 4.654
H 2.276 -6.318 3.269
H 3.184 -7.824 3.116
H 2.783 -6.834 1.637
H 5.408 -7.322 1.612
H 5.863 -7.643 3.331
H 7.324 -6.269 1.527
H 7.409 -5.755 3.184
H 6.422 -4.055 1.249
H 6.222 -3.787 2.996
H 4.146 -5.065 1.195
H 3.950 -4.093 2.417
C 6.495 7.821 2.548
C 5.600 6.720 3.201
C 5.757 5.380 2.440
N 5.423 4.159 3.340
C 5.506 2.988 2.309
C 6.398 4.037 4.537
C 5.671 3.319 5.704
C 4.237 3.260 5.174
C 4.032 4.230 4.000
H 7.423 7.320 2.272
H 6.655 8.689 3.188
H 6.217 8.041 1.518
H 4.542 6.940 3.057
H 5.636 6.658 4.289
H 6.762 5.313 2.022
H 5.040 5.271 1.626
H 6.245 3.143 1.523
H 4.505 2.928 1.880
H 5.637 2.017 2.788
H 7.297 3.553 4.155
H 6.668 5.066 4.777
H 6.279 2.436 5.904
H 5.747 3.930 6.603
H 3.883 2.234 5.069
H 3.466 3.622 5.853
H 3.197 4.121 3.308
H 3.867 5.224 4.414
C -3.362 -8.014 -5.330
C -3.573 -6.754 -4.470
C -5.051 -6.228 -4.579
N -5.374 -5.107 -3.565
C -4.246 -3.990 -3.617
C -5.465 -5.640 -2.086
C -6.293 -4.542 -1.372
C -7.309 -4.051 -2.349
C -6.739 -4.428 -3.787
H -3.230 -7.918 -6.408
H -4.230 -8.669 -5.252
H -2.487 -8.484 -4.881
H -2.863 -6.086 -4.957
H -3.203 -6.972 -3.468
H -5.740 -7.018 -4.281
H -5.273 -5.823 -5.566
H -3.384 -4.536 -3.234
H -4.612 -3.246 -2.910
H -4.263 -3.589 -4.631
H -4.477 -5.838 -1.671
H -6.127 -6.504 -2.034
H -5.688 -3.709 -1.014
H -6.802 -4.812 -0.447
H -7.507 -2.980 -2.336
H -8.323 -4.442 -2.268
H -6.592 -3.535 -4.395
H -7.435 -5.061 -4.336
C 2.016 1.059 -10.271
C 1.839 0.738 -8.781
C 3.204 0.309 -8.141
N 3.221 0.039 -6.543
C 2.267 -1.020 -6.087
C 4.704 -0.348 -6.207
C 4.778 0.147 -4.781
C 4.209 1.533 -4.711
C 3.054 1.392 -5.779
H 2.593 1.983 -10.249
H 1.177 1.097 -10.966
H 2.536 0.253 -10.788
H 1.068 -0.015 -8.619
H 1.589 1.666 -8.266
H 3.936 1.117 -8.169
H 3.714 -0.583 -8.504
H 2.685 -1.983 -6.380
H 1.295 -0.998 -6.579
H 2.158 -1.046 -5.002
H 4.819 -1.431 -6.249
H 5.502 0.135 -6.771
H 4.185 -0.444 -4.083
H 5.833 0.089 -4.515
H 3.811 1.782 -3.727
H 4.993 2.228 -5.015
H 2.046 1.438 -5.367
H 3.042 2.189 -6.522
P -0.357 -0.186 0.111
F -0.833 -0.554 -1.422
F -1.831 0.469 0.377
F -1.038 -1.498 0.781
F 0.099 0.308 1.588
F 1.056 -0.806 -0.133
F 0.232 1.169 -0.573
P 2.507 7.421 -3.736
F 3.066 7.713 -2.226
F 3.061 8.803 -4.394
F 3.782 6.679 -4.401
F 1.799 6.886 -5.114
F 2.066 5.993 -2.969
F 1.027 8.037 -3.363

The calculation puts the lowest unoccupied orbital energy at -0.234 Eh. For the max |F|, the calculation gives 0.05961 Eh/bohr. The charge is +4. The calculation puts the gap between HOMO and LUMO at 8.323 eV. The multiplicity is 1. Its highest occupied orbital energy is -14.7 eV.